[1]
ORCA calculation (ωB97M-V with the def2-TZVPD basis set) on C25H27GeO9Ti as an isolated structure.

XYZ file:
```
63
Properties=species:S:1:pos:R:3:nbo_charge:R:1
Ti 0.1536 0.2626 0.7456 1.7222
C 1.5907 1.8158 2.9982 -0.0825
C 1.9348 0.4435 3.5373 -0.0884
O 1.6681 -0.5201 2.5173 -0.5540
C 1.1245 -1.7660 2.9454 -0.0934
C -0.3451 -1.6150 3.2675 -0.0880
O -1.0030 -0.9299 2.1769 -0.5881
C -2.3028 -0.4420 2.5607 -0.0896
C -2.8256 0.3779 1.4086 -0.1007
O -1.8002 1.3082 0.9975 -0.5782
C -1.7643 2.5638 1.7110 -0.0782
C -0.3089 2.9114 1.9162 -0.0941
O 0.2627 1.7021 2.4403 -0.5924
H 2.2760 2.1470 2.2169 0.2343
H 1.5685 2.5417 3.8144 0.2126
H 1.3408 0.2276 4.4288 0.1863
H 2.9928 0.4066 3.8083 0.2234
H 1.6549 -2.1456 3.8230 0.2165
H 1.2831 -2.4539 2.1161 0.2444
H -0.4977 -1.0123 4.1679 0.1894
H -0.8201 -2.5877 3.4109 0.2251
H -2.1860 0.1526 3.4724 0.1934
H -2.9623 -1.2888 2.7638 0.2263
H -3.7299 0.9233 1.6804 0.2265
H -3.0358 -0.2367 0.5341 0.2597
H -2.2624 2.4415 2.6742 0.2013
H -2.2850 3.3176 1.1195 0.2302
H -0.1977 3.7272 2.6330 0.2273
H 0.2046 3.1808 0.9863 0.2294
O 5.3712 -1.3001 -1.7343 -0.4150
C 4.3308 -0.9871 -1.2494 0.4047
C 3.1284 -1.9267 -0.9553 0.4232
O 3.0763 -3.1161 -1.0939 -0.4704
C 2.0943 -1.0165 -0.4383 0.1952
C 2.5299 0.2659 -0.3346 0.2008
O 1.6939 1.2084 0.1211 -0.7945
C 3.9263 0.4317 -0.7641 0.4217
O 4.6037 1.4206 -0.7300 -0.4714
O 0.8336 -1.3148 -0.0877 -0.7834
Ge -0.7035 0.7613 -1.6519 0.8923
C -2.3806 -0.1916 -1.8681 -0.4667
C -3.5693 0.4983 -2.1055 -0.1625
C -4.7861 -0.1678 -2.1457 -0.2226
C -4.8346 -1.5400 -1.9424 -0.2009
C -3.6605 -2.2433 -1.7073 -0.1973
C -2.4457 -1.5724 -1.6672 -0.2332
C 0.6975 0.2968 -2.8980 -0.3680
C 0.8919 -1.0227 -3.3099 -0.2382
C 2.0172 -1.3821 -4.0349 -0.1988
C 2.9733 -0.4256 -4.3525 -0.2003
C 2.7865 0.8926 -3.9623 -0.2001
C 1.6555 1.2489 -3.2409 -0.2390
H -0.9586 2.2837 -1.6817 -0.1346
H -3.5541 1.5698 -2.2719 0.2106
H -5.6956 0.3837 -2.3446 0.2254
H -5.7822 -2.0607 -1.9776 0.2270
H -3.6885 -3.3147 -1.5586 0.2246
H -1.5453 -2.1425 -1.4627 0.2238
H 0.1769 -1.7936 -3.0504 0.2164
H 2.1578 -2.4120 -4.3351 0.2305
H 3.8618 -0.7086 -4.9010 0.2321
H 3.5264 1.6426 -4.2082 0.2297
H 1.5432 2.2814 -2.9272 0.2186
```

Computed properties:
- charge = +1
- LUMO level (eV) = -3.66



[2]
ORCA calculation (ωB97M-V with the def2-TZVPD basis set) on one molecule with the formula C4H12N2O in a non-equilibrium geometry.

XYZ file:
```
19
Properties=species:S:1:pos:R:3:nbo_charge:R:1
C -0.4882 -0.9122 -1.4236 -0.1995
N 0.1007 -0.6374 -2.7010 -0.8612
C 0.2545 -0.3471 -0.1616 -0.0654
C 0.5999 1.1152 -0.3617 -0.6408
N -0.6198 -0.6395 0.9712 -0.6474
C -0.1170 -0.2213 2.2777 0.0962
O -0.7929 0.9264 2.7579 -0.7377
H -0.4777 -1.9824 -1.2972 0.2012
H -1.5038 -0.5129 -1.3673 0.1746
H 0.1612 0.3058 -3.0544 0.3653
H 0.9167 -1.1610 -2.9627 0.3650
H 1.1251 -0.9996 -0.0858 0.1809
H -0.2970 1.6911 -0.6169 0.2025
H 1.0146 1.6075 0.5291 0.1977
H 1.3251 1.2194 -1.1557 0.2164
H -1.5044 -0.1609 0.8564 0.3619
H 0.9521 -0.0440 2.2245 0.1518
H -0.3279 -0.9930 2.9912 0.1674
H -0.3211 1.7459 2.5798 0.4710
```

Computed properties:
- SMILES string = C[C@H](CN)NCO
- LUMO level (eV) = 0.86



[3]
ORCA calculation (ωB97M-V with the def2-TZVPD basis set) on C21H38N2OP2Ti as an isolated structure in a non-equilibrium geometry.

XYZ file:
```
65
Properties=species:S:1:pos:R:3:nbo_charge:R:1
Ti 0.0711 -0.5259 0.1172 1.2209
P 2.6358 -0.5586 -0.1572 0.9982
P -2.6930 -0.1933 0.1560 0.9851
N 0.0687 0.3454 -1.4746 -0.7678
H 0.8856 -1.6843 0.9413 -0.0214
C 3.0776 -2.0227 -1.1569 -0.9352
H 4.1673 -2.1490 -1.1936 0.2343
H 2.6902 -1.8925 -2.1754 0.2553
H 2.6252 -2.9211 -0.7279 0.2299
C 3.8865 -0.5658 1.1684 -0.9445
H 4.8960 -0.5203 0.7385 0.2325
H 3.7908 -1.4716 1.7781 0.2390
H 3.7370 0.3030 1.8213 0.2579
C 3.3076 0.7782 -1.2166 -0.9258
H 4.4041 0.8131 -1.1568 0.2268
H 2.9018 1.7429 -0.8890 0.2548
H 3.0067 0.6240 -2.2593 0.2536
C -3.5916 -1.6407 -0.5258 -0.9254
H -4.6663 -1.4213 -0.5697 0.2169
H -3.4107 -2.5352 0.0826 0.2328
H -3.2104 -1.8267 -1.5386 0.2473
C -3.3933 -0.0861 1.8476 -0.9476
H -4.4890 -0.0171 1.7910 0.2224
H -2.9873 0.8035 2.3475 0.2566
H -3.1054 -0.9772 2.4230 0.2308
C -3.5744 1.1351 -0.7496 -0.9399
H -4.6369 0.8670 -0.8402 0.2212
H -3.1317 1.2180 -1.7529 0.2499
H -3.4743 2.0973 -0.2339 0.2454
C 0.0737 1.0380 -2.6211 0.0985
C -0.3030 1.1284 -5.0364 -0.1980
C -0.2620 0.4040 -3.8578 -0.2513
C 0.4120 2.4312 -2.6616 -0.2033
C 0.3319 3.1445 -3.8493 -0.2241
C -0.0185 2.5031 -5.0437 -0.2522
H -0.5588 0.6195 -5.9628 0.2082
H -0.4890 -0.6675 -3.8193 0.2145
H 0.7213 2.9127 -1.7295 0.2094
H 0.5530 4.2106 -3.8362 0.2105
H -0.0669 3.0702 -5.9744 0.2100
C -0.1503 -2.7600 0.8487 0.2521
O -0.8013 -2.1998 -0.2649 -0.7500
C 0.4652 -4.0906 0.4990 -0.6443
H 0.9299 -4.5553 1.3768 0.2137
H 1.2122 -4.0253 -0.3002 0.2212
H -0.3391 -4.7582 0.1461 0.2419
C -0.9487 -2.7803 2.1244 -0.6755
H -2.0054 -3.0500 1.9097 0.2366
H -0.9424 -1.8204 2.6609 0.2448
H -0.5312 -3.5428 2.8010 0.2263
C 1.3584 -0.3611 3.4858 -0.6315
C 0.6935 0.8466 2.9656 0.0766
C 0.5632 2.0475 3.6801 -0.3161
C -0.0969 2.9512 2.8478 -0.3122
C -0.3517 2.2887 1.6375 0.0877
C -1.0104 2.9010 0.4733 -0.6330
N 0.1233 0.9880 1.7173 -0.6457
H 0.7936 -0.7701 4.3382 0.2142
H 2.3633 -0.1019 3.8516 0.2167
H 1.4707 -1.1635 2.7462 0.1950
H 0.9331 2.1950 4.6925 0.2033
H -0.3770 3.9866 3.0421 0.2058
H -2.0510 3.1613 0.7106 0.1994
H -0.5007 3.8422 0.2163 0.2150
H -0.9817 2.2586 -0.4094 0.2321
```

Computed properties:
- LUMO level (spin up / spin down) (eV) = 0.04 / 0.03



[4]
ORCA calculation (ωB97M-V with the def2-TZVPD basis set) on C9H19Br2O2P2S as an isolated structure in a non-equilibrium geometry.

XYZ file:
```
35
Properties=species:S:1:pos:R:3:nbo_charge:R:1
C 1.0668 -1.8812 3.3620 -0.6810
C 0.8337 -0.4828 2.9013 0.0107
Br 2.2004 0.6810 3.4027 0.1854
C -0.2185 -0.0468 2.1870 -0.5615
Br -0.4662 1.7317 1.6568 0.1769
P -1.5012 -1.1401 1.6788 0.7650
P -3.0338 -1.2049 3.2843 0.5459
S -2.9590 -2.9525 4.1109 -0.4571
H 0.1776 -2.4955 3.3632 0.2271
H 1.4521 -1.8536 4.3706 0.2653
H 1.8184 -2.3478 2.7360 0.2600
H -2.0414 -0.7026 0.4739 0.0870
H -1.0946 -2.4559 1.5255 0.1004
H -4.2589 -0.8859 2.6817 0.0253
H -2.6780 -0.1608 4.1471 0.0293
C 2.1633 -1.4229 -1.8231 -0.7283
C 0.7782 -1.7949 -1.3839 0.6540
O 0.3477 -1.4417 -0.2992 -0.6513
C -0.0496 -2.6127 -2.3340 -0.7264
H 2.6518 -0.8339 -1.0511 0.2386
H 2.7467 -2.3246 -2.0125 0.2507
H 2.1158 -0.8406 -2.7442 0.2522
H 0.4513 -3.5584 -2.5426 0.2527
H -0.1769 -2.0734 -3.2731 0.2540
H -1.0274 -2.8147 -1.9027 0.2255
C 0.4418 2.3929 -1.9196 -0.7186
C 0.2148 3.5561 -2.8627 0.5901
O 0.4953 3.4739 -4.0296 -0.5216
C -0.3771 4.8109 -2.2669 -0.7218
H 0.8706 1.5627 -2.4764 0.2254
H 1.1291 2.6824 -1.1231 0.2281
H -0.5047 2.0786 -1.4777 0.2163
H 0.2761 5.1990 -1.4834 0.2300
H -1.3555 4.5959 -1.8335 0.2250
H -0.4886 5.5628 -3.0426 0.2470
```

Computed properties:
- charge = +1
- LUMO level (eV) = -3.75



[5]
ORCA calculation (ωB97M-V with the def2-TZVPD basis set) on a 12-piece molecular cluster, H26O13 overall in a non-equilibrium geometry.

XYZ file:
```
39
Properties=species:S:1:pos:R:3:nbo_charge:R:1
H 0.4101 -0.8456 -0.4494 0.4941
H -0.0180 -0.6498 1.0406 0.4592
H -1.2073 1.1403 -0.9624 0.4920
H -1.0552 -0.1089 -0.3073 0.4717
H -2.7714 1.0692 -2.5466 0.4662
H -3.2583 -0.2142 -2.3019 0.4711
H 3.2958 1.3747 -3.1495 0.4629
H 2.2581 0.6211 -2.3718 0.4676
H 4.0938 1.2546 0.5991 0.4682
H 3.4837 1.2562 -0.7608 0.4471
H -2.7995 0.5599 3.5234 0.4661
H -3.5295 -0.3487 2.5819 0.4548
H -1.5858 -3.0266 5.7910 0.4579
H -1.4268 -3.1885 4.3958 0.4587
H -0.3589 0.4131 -4.7804 0.4640
H 1.2075 0.4289 -4.6524 0.4956
H 0.3074 2.0998 -0.4537 0.4741
H -0.0788 2.3749 1.0362 0.4452
H 3.8680 -3.1697 0.3054 0.4649
H 4.6732 -1.9272 -0.1391 0.4707
H 2.4419 -1.8387 -5.5932 0.4686
H 2.1245 -1.7688 -4.0000 0.4926
H -4.3374 2.2389 2.1694 0.4679
H -3.5184 1.2347 1.3559 0.4581
H 0.3508 1.2767 5.0425 0.4778
H 0.1770 1.0306 3.5614 0.4625
O 0.1312 -1.3226 0.3374 -0.9545
O -0.5239 0.5982 -0.4931 -0.9629
O -2.7261 0.3799 -1.8924 -0.9306
O 2.6944 0.5874 -3.2165 -0.9259
O 3.5895 0.6503 -0.0282 -0.9163
O -3.7514 0.1755 3.3855 -0.9197
O -1.8496 -2.5220 4.9435 -0.9159
O 0.4307 -0.0779 -4.4258 -0.9636
O -0.4309 2.1009 0.1559 -0.9271
O 3.9018 -2.2128 0.3902 -0.9354
O 2.8117 -1.6559 -4.7445 -0.9605
O -4.3689 1.7082 1.4374 -0.9277
O -0.2517 1.4300 4.2839 -0.9396
```

Computed properties:
- LUMO level (eV) = -0.15



Please write out number 5 again, unchanged.
ORCA calculation (ωB97M-V with the def2-TZVPD basis set) on a 12-piece molecular cluster, H26O13 overall in a non-equilibrium geometry.

XYZ file:
```
39
Properties=species:S:1:pos:R:3:nbo_charge:R:1
H 0.4101 -0.8456 -0.4494 0.4941
H -0.0180 -0.6498 1.0406 0.4592
H -1.2073 1.1403 -0.9624 0.4920
H -1.0552 -0.1089 -0.3073 0.4717
H -2.7714 1.0692 -2.5466 0.4662
H -3.2583 -0.2142 -2.3019 0.4711
H 3.2958 1.3747 -3.1495 0.4629
H 2.2581 0.6211 -2.3718 0.4676
H 4.0938 1.2546 0.5991 0.4682
H 3.4837 1.2562 -0.7608 0.4471
H -2.7995 0.5599 3.5234 0.4661
H -3.5295 -0.3487 2.5819 0.4548
H -1.5858 -3.0266 5.7910 0.4579
H -1.4268 -3.1885 4.3958 0.4587
H -0.3589 0.4131 -4.7804 0.4640
H 1.2075 0.4289 -4.6524 0.4956
H 0.3074 2.0998 -0.4537 0.4741
H -0.0788 2.3749 1.0362 0.4452
H 3.8680 -3.1697 0.3054 0.4649
H 4.6732 -1.9272 -0.1391 0.4707
H 2.4419 -1.8387 -5.5932 0.4686
H 2.1245 -1.7688 -4.0000 0.4926
H -4.3374 2.2389 2.1694 0.4679
H -3.5184 1.2347 1.3559 0.4581
H 0.3508 1.2767 5.0425 0.4778
H 0.1770 1.0306 3.5614 0.4625
O 0.1312 -1.3226 0.3374 -0.9545
O -0.5239 0.5982 -0.4931 -0.9629
O -2.7261 0.3799 -1.8924 -0.9306
O 2.6944 0.5874 -3.2165 -0.9259
O 3.5895 0.6503 -0.0282 -0.9163
O -3.7514 0.1755 3.3855 -0.9197
O -1.8496 -2.5220 4.9435 -0.9159
O 0.4307 -0.0779 -4.4258 -0.9636
O -0.4309 2.1009 0.1559 -0.9271
O 3.9018 -2.2128 0.3902 -0.9354
O 2.8117 -1.6559 -4.7445 -0.9605
O -4.3689 1.7082 1.4374 -0.9277
O -0.2517 1.4300 4.2839 -0.9396
```

Computed properties:
- LUMO level (eV) = -0.15